(1)
Formula: C42H40GeMgN4O5S2
Source: the Open Molecules 2025 dataset
Level of theory: wB97M-V/def2-TZVPD

```
95
Properties=species:S:1:pos:R:3:forces:R:3:mulliken_charge:R:1
Mg 2.283599 1.211755 0.960238 0.08 -0.12 0.01 1.190
Ge -3.677628 -6.948674 1.036949 0.02 0.05 0.03 1.160
C -5.486221 -6.711749 1.445921 -0.01 -0.01 0.00 0.523
C -6.124989 -7.791356 2.077428 0.00 0.00 0.01 -0.501
C -7.466369 -7.704602 2.401766 0.00 0.00 0.01 -0.667
C -8.171321 -6.545907 2.103039 0.00 0.00 -0.01 -0.324
C -7.546788 -5.468185 1.480477 -0.01 -0.01 0.01 -0.876
C -6.209573 -5.545337 1.149096 0.01 0.01 -0.01 -0.013
C -2.490001 -5.810256 0.131621 -0.06 -0.02 -0.05 0.625
C -1.201515 -6.295802 -0.133021 0.06 -0.05 0.04 -0.436
C -0.331963 -5.554230 -0.912480 0.02 0.06 -0.05 -0.999
C -0.742442 -4.331849 -1.432829 -0.08 -0.04 0.02 0.109
C -2.014754 -3.834027 -1.164162 0.08 -0.04 -0.13 -1.147
C -2.887440 -4.571437 -0.387445 -0.09 0.14 0.01 -0.146
H -3.079229 -8.280026 1.475923 0.00 -0.01 0.00 -0.077
H -5.575372 -8.694863 2.313790 0.00 0.00 -0.01 0.279
H -7.961641 -8.534533 2.886010 0.00 0.00 0.00 0.400
H -9.220793 -6.478681 2.357518 0.00 0.00 0.00 0.402
H -8.108037 -4.571916 1.255640 0.00 0.00 0.00 0.414
H -5.737539 -4.701367 0.666276 0.00 0.00 0.00 0.339
H -0.883538 -7.254016 0.261131 -0.01 -0.01 -0.02 0.285
H 0.655277 -5.928234 -1.146665 0.01 -0.03 0.03 0.482
H -0.065088 -3.784985 -2.076242 0.02 0.00 0.02 0.367
H -2.335280 -2.895047 -1.596803 -0.04 0.02 0.08 0.495
H -3.875097 -4.176361 -0.194889 -0.01 0.00 -0.02 0.308
N 1.667367 -0.509492 2.180162 -0.06 0.06 -0.05 -0.426
C 0.316753 -0.320384 1.668456 -0.16 0.50 0.26 -0.021
C -0.576938 0.494470 2.360909 -0.39 0.03 -0.15 -0.690
C -1.784892 0.837269 1.754649 0.23 -0.19 -0.19 -0.883
C -2.059431 0.432124 0.441973 0.07 0.12 0.34 -0.568
C -1.156044 -0.365046 -0.235616 -0.43 0.01 0.17 -0.225
C 0.001921 -0.760104 0.400317 0.86 -0.64 -0.26 -0.168
S -3.529517 1.027840 -0.400195 0.08 0.34 0.14 1.213
O -3.313916 2.473132 -0.379454 0.08 -0.05 -0.01 -0.531
O -4.621067 0.559465 0.415002 -0.06 -0.09 -0.01 -0.743
O -3.410805 0.444395 -1.725781 0.02 -0.10 -0.10 -0.690
H 1.682593 -0.483474 3.194750 -0.01 0.00 0.00 0.311
H 2.043110 -1.409711 1.898603 -0.01 -0.01 0.01 0.301
H -0.348892 0.838008 3.364690 -0.01 0.02 0.00 0.434
H -2.510724 1.446778 2.277984 0.01 0.01 0.00 0.508
H -1.393073 -0.678363 -1.244452 0.03 0.02 0.01 0.923
H 0.692039 -1.448269 -0.082920 -0.03 0.07 -0.15 0.461
C 7.090718 4.465299 3.590919 0.00 0.00 0.00 -1.447
C 5.974771 3.659288 3.005692 0.00 0.01 0.00 1.073
C 4.964492 3.124813 3.802270 0.00 -0.01 0.00 -0.871
C 3.967479 2.368176 3.226347 0.01 -0.01 0.00 -0.153
N 3.910772 2.111821 1.911087 -0.02 0.01 -0.02 -0.310
C 4.879372 2.629635 1.137676 0.01 0.00 0.01 -0.051
C 5.910478 3.392824 1.638740 0.00 -0.01 0.00 -0.962
H 6.802858 4.914419 4.539111 0.00 0.00 0.00 0.384
H 7.409613 5.250636 2.907676 0.00 0.00 0.00 0.389
H 7.952170 3.819597 3.774660 0.00 0.00 0.00 0.315
H 4.951334 3.300476 4.869361 0.00 0.00 0.00 0.420
H 3.176379 1.951076 3.838634 0.00 0.01 0.00 0.389
H 4.813992 2.419719 0.076110 0.00 0.00 0.00 0.427
H 6.660797 3.783309 0.964515 0.00 0.00 0.00 0.431
N 2.340825 -2.519624 -5.095835 0.00 0.00 0.00 -0.364
C 2.312231 -2.835850 -3.788102 -0.01 0.02 -0.03 0.155
O 2.042015 -3.936847 -3.349134 -0.01 0.00 0.01 -0.597
C 2.588034 -1.716547 -2.813563 0.01 -0.01 0.00 0.756
C 3.326491 -2.015867 -1.672513 0.01 0.00 0.01 -0.740
C 3.454814 -1.052101 -0.698574 -0.01 0.00 0.02 -0.734
N 2.865137 0.152837 -0.783046 0.03 -0.03 -0.04 -0.248
C 2.194735 0.451009 -1.902883 0.03 -0.02 0.02 -0.306
C 2.047419 -0.448296 -2.946452 -0.03 0.00 0.00 -0.811
H 2.178920 -3.254083 -5.766782 0.00 0.00 0.00 0.278
H 2.699981 -1.641637 -5.426792 0.00 0.00 0.01 0.197
H 3.764046 -2.996567 -1.549294 0.01 0.00 0.01 0.553
H 4.023990 -1.248596 0.203176 0.01 0.00 0.00 0.543
H 1.734071 1.428875 -1.945435 0.00 0.01 -0.02 0.485
H 1.459539 -0.164357 -3.809539 0.00 0.00 0.00 0.566
O 1.350082 2.663225 0.170092 -0.15 0.10 0.09 0.248
S -0.093212 3.117460 -0.182340 -0.01 0.02 -0.03 0.931
C -0.013865 3.346389 -1.941249 0.01 0.00 0.02 0.228
C 1.018513 4.090988 -2.505754 0.01 0.00 -0.01 -0.193
C 1.090908 4.186027 -3.882683 0.01 0.01 0.00 -0.816
C 0.133915 3.553161 -4.675586 0.00 -0.01 0.00 -0.530
C -0.892577 2.825376 -4.096635 -0.01 0.00 0.01 -0.802
C -0.975329 2.710743 -2.711399 -0.07 -0.02 0.02 -0.081
C -0.153992 4.795340 0.396832 0.01 -0.01 -0.01 0.127
C -1.407406 5.392523 0.444419 0.04 -0.05 0.02 -0.376
C -1.490346 6.706782 0.878813 -0.03 0.00 -0.01 -0.745
C -0.345040 7.390736 1.265089 -0.01 0.00 -0.01 -0.533
C 0.895241 6.767913 1.224785 0.00 0.00 0.00 -0.844
C 1.000455 5.455985 0.787370 0.00 0.01 0.00 -0.244
H 1.743631 4.590681 -1.875420 0.00 0.00 0.00 0.417
H 1.877732 4.768258 -4.343408 0.00 0.00 0.00 0.446
H 0.186237 3.648296 -5.752321 0.00 0.00 0.00 0.440
H -1.646568 2.352852 -4.711735 0.00 0.00 0.00 0.516
H -1.791916 2.167221 -2.249140 -0.01 -0.02 -0.01 0.346
H -2.291867 4.836175 0.157492 -0.05 -0.05 -0.03 0.576
H -2.455119 7.193144 0.922704 0.00 0.00 0.00 0.457
H -0.420387 8.414526 1.606234 0.00 0.00 0.00 0.407
H 1.781779 7.305169 1.534189 0.00 0.00 0.00 0.426
H 1.956917 4.950639 0.754258 -0.01 0.00 0.00 0.435
```
Forces are in eV/Å.

The max |F| is 0.021 hartree/bohr. The spin multiplicity is 1. As for the total charge: +2. The frontier orbital gap comes out at 5.9 eV. The relative energy (zero: lowest compared OMol25 entry of this formula, charge and spin) is 88.29 kJ/mol. For the HOMO energy, the calculation gives -12.2 eV.


(2)
Formula: C21H31IMnNO2P2
Source: the Open Molecules 2025 dataset
Level of theory: wB97M-V/def2-TZVPD

```
59
Properties=species:S:1:pos:R:3:forces:R:3:mulliken_charge:R:1
C 2.360160 -3.427377 -1.558759 0.03 -0.22 -1.49 -1.021
C 2.458302 -2.698792 -0.273987 1.78 0.16 2.51 0.902
H 3.095251 -4.250258 -1.592224 -0.22 0.37 0.21 0.391
H 2.581571 -2.753127 -2.418743 -0.25 -0.34 0.59 0.141
H 1.368402 -3.857586 -1.732938 0.14 0.26 0.04 0.143
O 3.258479 -2.952107 0.585941 -1.45 0.45 -1.35 -0.439
I -0.968362 -0.474518 -3.080617 -0.23 -0.27 -0.62 -0.220
Mn 0.375097 -0.863732 -1.016429 -0.10 0.86 -0.05 -0.481
P -0.959138 -2.403813 0.162021 -1.17 -1.14 0.58 1.281
C -0.834029 -2.610732 1.965124 0.19 0.19 0.07 -0.991
C -2.722896 -1.993416 -0.087878 0.03 -0.03 0.01 -1.104
H -3.339415 -2.702541 0.478918 0.10 0.16 -0.14 0.508
H -1.641843 -4.717919 0.055368 0.15 0.10 -0.13 0.496
H -2.967971 -2.049473 -1.153966 0.03 -0.02 0.22 0.377
H -1.060262 -4.111286 -1.534011 0.04 -0.15 0.24 0.404
H -1.093079 -1.664523 2.457180 0.10 -0.30 -0.04 0.063
H -2.921714 -0.979389 0.269053 -0.03 -0.18 0.01 0.125
C -0.873385 -4.122941 -0.451944 0.01 0.28 -0.19 -1.417
H -1.535215 -3.392719 2.286576 0.18 0.20 -0.09 0.539
H 0.111378 -4.549927 -0.250051 -0.20 -0.05 0.04 0.393
H 0.188197 -2.887514 2.250205 -0.23 0.02 -0.02 0.354
P 2.098837 0.685584 -1.640532 0.88 0.78 -0.82 1.235
C 3.301306 1.389318 -0.461199 -0.22 -0.20 0.25 -1.346
C 3.172763 -0.026378 -2.944694 -0.39 -0.09 0.07 -1.467
H 0.891031 1.868366 -3.381084 0.16 0.08 0.18 0.384
H 2.212687 2.866810 -2.688173 -0.12 -0.10 0.07 0.490
H 0.670321 2.638373 -1.795684 0.22 0.00 -0.20 0.126
C 1.403309 2.164623 -2.460389 -0.15 -0.07 0.11 -1.001
H 2.554301 -0.336245 -3.799320 0.23 0.08 0.21 0.372
H 3.894598 0.737504 -3.256994 -0.15 -0.18 0.03 0.489
H 4.224866 1.653921 -0.985731 -0.19 0.01 0.09 0.477
H 3.522638 0.673855 0.336123 0.12 0.16 -0.13 0.393
H 3.702989 -0.892925 -2.545811 0.10 0.12 -0.10 0.381
H 2.863826 2.287789 -0.016147 0.12 -0.06 -0.01 0.362
C 1.485721 -1.044202 0.480921 1.70 -0.98 2.49 0.396
O 1.866257 -0.804243 1.583189 -0.76 -0.58 -2.71 -0.450
C -0.659832 0.802839 4.565493 0.56 -0.14 -0.19 -0.561
C 0.528165 1.097352 3.866506 -0.56 0.25 -0.15 -0.684
C 0.493147 1.275845 2.490472 1.12 -0.74 0.51 -0.001
C -0.658661 0.947421 1.759049 0.09 1.03 0.07 -0.768
C -1.871700 0.787822 2.485434 -0.67 0.55 -0.21 -0.055
C -1.863363 0.688214 3.868071 -0.54 -0.01 -0.34 -0.665
N -0.662950 0.847250 0.375416 -0.51 1.30 -0.25 1.779
C -1.404985 1.879044 -0.197809 -0.58 -1.33 0.85 -0.636
C -2.502367 1.629267 -1.049961 -0.44 -0.02 -1.47 0.054
C -3.138846 2.682856 -1.700982 0.12 -0.32 0.37 -0.901
C -2.774389 4.001658 -1.411361 0.04 -0.15 -0.07 -0.485
C -1.760278 4.270011 -0.479813 0.54 -0.72 0.36 -0.729
C -1.085075 3.216254 0.130481 -0.60 1.18 0.60 0.156
H -0.640248 0.682464 5.648738 0.01 0.04 -0.29 0.456
H 1.476700 1.194424 4.382059 -0.19 0.26 0.08 0.499
H 1.350085 1.707741 1.962292 -0.20 -0.57 0.22 0.202
H -2.811105 0.757751 1.921255 0.35 -0.29 0.25 0.360
H -2.818037 0.520806 4.388232 0.60 0.09 -0.21 0.435
H -2.874197 0.607621 -1.170971 0.25 0.52 0.03 0.403
H -3.938082 2.472669 -2.408717 0.08 0.08 0.27 0.479
H -3.299635 4.824191 -1.888353 0.08 -0.11 0.05 0.456
H -1.493396 5.287048 -0.211166 -0.06 -0.11 -0.15 0.468
H -0.335925 3.420989 0.892319 0.04 -0.08 -0.30 0.454
```
Forces are in eV/Å.

Its expectation value of S² is 6.338. The max |F| is 0.062 hartree/bohr. The spin multiplicity is 5. As for the total charge: +2. The frontier orbital gap (alpha / beta) comes out at 4.1 / 3.1 eV. The relative energy (zero: lowest compared OMol25 entry of this formula, charge and spin) is 187.04 kJ/mol. For the HOMO energy (alpha / beta), the calculation gives -13.5 / -13.4 eV.


Q: Look up the total charge of the first one.
A: +2